ORCA calculation (the ωB97M-V functional and the def2-TZVPD basis) on a cluster of 14 separate species, C19H66N6O14 in total in a non-equilibrium geometry.

XYZ file:
```
105
Properties=species:S:1:pos:R:3:forces:R:3
C 0.3830 -0.2315 -1.0987 -0.9 2.4 -1.4
C 0.1200 0.0685 0.3333 1.2 -1.3 0.0
O -0.8520 -0.8535 0.7693 -0.4 -0.8 0.2
H 1.0240 -1.0485 -1.1827 1.3 -1.3 -0.4
H 0.8010 0.7015 -1.5627 0.0 -1.1 0.2
H -0.5200 -0.4615 -1.7057 0.3 0.2 0.8
H -0.2020 1.0455 0.5213 -0.7 1.5 0.0
H 1.0060 -0.0825 0.9663 0.1 0.1 -0.5
H -1.2400 -0.3865 1.4953 -1.3 0.4 1.0
C 3.3910 0.5975 -0.3617 0.5 1.2 -1.0
C 3.6750 1.1665 1.0253 -0.2 -1.6 -0.7
O 2.4880 1.7445 1.5943 0.4 0.2 -0.2
H 4.2940 0.4865 -0.9857 0.1 -0.1 0.7
H 2.8390 1.3295 -0.9577 -0.4 -0.2 0.1
H 2.9040 -0.3655 -0.3747 -0.3 0.0 0.3
H 4.5080 1.8535 1.0053 0.1 0.4 0.0
H 3.9470 0.2585 1.5473 0.3 0.1 0.9
H 2.7350 2.0555 2.4733 -0.1 0.0 -0.1
C 2.5400 -0.9875 -3.9127 0.1 0.3 0.3
C 2.4960 0.5265 -4.3067 -0.6 -2.0 -0.3
O 2.3210 0.5515 -5.7127 -0.6 0.7 -0.6
H 2.8360 -1.1065 -2.8797 0.1 0.0 0.4
H 3.2940 -1.5535 -4.5007 -0.4 0.6 0.1
H 1.5740 -1.5145 -4.0097 0.3 0.5 -0.2
H 3.4260 1.0045 -4.1047 0.7 0.5 0.7
H 1.6510 1.0885 -3.8287 0.7 -0.5 -0.5
H 3.1270 0.3445 -6.1917 0.0 -0.1 0.2
C -0.6660 4.8665 3.5233 -0.9 -0.1 0.3
C -0.3740 3.7625 2.5133 -0.9 0.3 0.5
O -1.0930 3.9995 1.3203 -1.1 1.3 1.5
H -1.7060 4.8135 3.8913 0.2 -0.1 -0.3
H -0.5340 5.8735 3.1693 0.1 0.3 -0.7
H -0.0770 4.8385 4.4263 0.5 -0.5 0.3
H -0.6910 2.8055 2.9343 0.0 -0.1 0.1
H 0.6580 3.6955 2.2673 1.2 0.0 0.0
H -0.7250 3.4495 0.6613 0.7 -0.9 -1.5
C -1.2930 -0.0895 -4.3487 -0.3 0.5 0.8
C -1.1750 1.2895 -4.9987 0.6 -0.3 0.4
O -0.2580 1.2375 -6.0657 -0.1 0.2 -0.7
H -2.1810 -0.1145 -3.7227 0.2 0.3 0.9
H -0.3710 -0.3915 -3.7907 -0.9 0.2 -0.5
H -1.5930 -0.8385 -5.0487 0.5 -0.5 -1.0
H -0.7990 2.0465 -4.2757 -0.6 -0.3 0.0
H -2.1480 1.6235 -5.3917 0.4 -0.1 0.1
H 0.5680 0.7965 -5.8087 -0.3 0.2 -0.2
C -3.9170 1.6335 1.8923 6.2 -4.5 -2.3
O -2.7970 0.8485 1.7383 -4.9 2.9 1.3
N -3.8250 2.9045 1.9603 1.6 5.0 1.9
N -5.1350 1.2335 1.6403 -2.6 -4.8 0.1
H -2.9210 3.3365 2.2063 -0.6 -0.4 -0.6
H -4.6440 3.4925 2.1043 0.4 -0.4 -0.2
H -5.1560 0.1535 1.5463 -0.5 2.7 0.3
H -5.9270 1.7385 2.0613 0.6 -0.8 -0.5
C 1.9980 -3.0455 1.8993 1.5 6.2 -3.1
O 2.8120 -1.9695 1.6633 -3.6 -5.0 1.6
N 2.4360 -4.2415 2.1163 2.6 -3.2 1.1
N 0.6860 -3.0245 1.5813 0.2 1.1 0.1
H 3.4440 -4.2585 2.0433 0.0 -0.5 0.3
H 1.9260 -5.1475 2.1023 0.4 1.5 0.0
H 0.1840 -2.1825 1.4093 -0.2 1.1 -0.3
H 0.0790 -3.7445 1.8443 -0.7 -1.4 0.6
C -2.8620 -1.9485 5.2523 -5.0 -5.1 -2.3
O -3.8350 -2.8885 5.0543 4.3 4.2 1.6
N -2.4390 -1.2355 4.2553 1.1 1.7 -3.0
N -2.2140 -1.6995 6.3473 0.2 -1.0 5.6
H -2.8190 -1.4545 3.3573 -0.2 0.2 -0.3
H -1.6260 -0.6075 4.2713 -0.9 -0.2 0.1
H -2.6180 -2.1715 7.2103 1.2 1.1 -1.6
H -1.4650 -1.0035 6.4373 -0.9 -0.7 -0.1
C 0.7980 -0.4515 3.7153 1.1 -1.5 0.8
O -0.0270 0.6505 3.6743 -1.4 1.7 0.6
H 1.5400 -0.3285 2.9433 0.6 -0.5 -0.1
H 0.2430 -1.4075 3.5643 0.1 0.9 -0.1
H 1.2530 -0.5425 4.7223 0.2 -0.1 -0.5
H 0.4320 1.4035 4.0963 -0.5 -0.6 -0.5
C 0.0390 -4.0615 -1.5957 0.0 2.1 2.3
O 0.8870 -4.7155 -0.6567 -0.5 -1.2 -1.3
H -0.7380 -3.4805 -1.0727 0.0 -0.4 0.1
H -0.4350 -4.7045 -2.2377 -0.9 -2.1 -1.3
H 0.4980 -3.3005 -2.1887 1.1 0.4 -0.5
H 1.0760 -4.1155 0.0473 -0.1 1.0 0.6
C 3.5840 -3.5835 -1.4057 0.9 0.1 1.0
O 3.2750 -4.8795 -1.8497 0.1 -0.6 0.3
H 2.7090 -2.9425 -1.5617 0.4 0.5 -0.3
H 4.5560 -3.2285 -1.8817 -1.5 -0.3 0.4
H 3.7420 -3.5845 -0.2897 0.1 0.2 -0.9
H 2.5710 -5.1765 -1.2317 0.3 0.1 -0.9
C -2.3880 2.6195 -1.3147 0.7 1.3 3.0
O -3.0520 2.0175 -2.3057 -1.3 -0.2 -2.6
H -3.0540 3.1265 -0.5727 0.4 0.2 -0.6
H -1.6060 3.2815 -1.6507 0.1 0.6 -0.3
H -1.9040 1.8705 -0.7167 0.6 -0.4 0.6
H -3.1490 1.1375 -1.9887 -0.6 -1.6 -0.1
C -3.2650 -2.0505 -1.3007 1.0 0.2 0.7
O -2.9840 -0.6775 -1.0017 -1.3 -0.8 -0.8
H -3.0420 -2.7605 -0.4567 -0.3 0.8 -0.4
H -2.6340 -2.3595 -2.1237 -0.1 -0.3 -0.5
H -4.2950 -2.0835 -1.5387 -1.0 -0.4 -0.4
H -2.2370 -0.7515 -0.4387 1.4 0.6 1.3
C 1.3350 3.5895 -1.7757 0.9 -0.2 -0.2
O 0.8080 3.0945 -0.5857 -1.1 0.2 1.0
H 0.5920 3.6055 -2.5547 -0.5 0.1 -0.1
H 2.0590 2.8395 -2.0447 0.8 0.1 -0.9
H 1.8220 4.5705 -1.6917 -0.2 -0.1 0.1
H 1.5180 2.7645 -0.0307 0.2 -0.1 0.3
```
Forces are in eV/Å.

Calculated values
E_HOMO	-9.081	eV
energy above the lowest of the compared OMol25 structures with the same formula, charge and spin	0.0	kJ/mol
total charge	0
gap between HOMO and LUMO	9.02	eV
strongest force on any atom	7.993	eV/Å

=====

ORCA calculation (the ωB97M-V functional and the def2-TZVPD basis) on a cluster of 4 separate species, C12H18O12 in total in a non-equilibrium geometry.

XYZ file:
```
42
Properties=species:S:1:pos:R:3:forces:R:3
C 19.0383 -10.5451 4.8747 0.0 0.0 -0.1
O 18.0964 -10.2075 5.8908 0.0 0.2 0.3
C 16.8221 -10.4826 5.5806 -0.1 -0.2 -0.4
O 16.4725 -11.0730 4.5895 0.0 0.0 0.2
O 16.0445 -10.0030 6.5339 0.2 0.3 0.6
C 14.6936 -10.4676 6.5575 -0.3 -0.3 -1.3
H 18.9624 -11.6014 4.6216 0.0 0.0 -0.1
H 20.0166 -10.3141 5.2843 0.0 0.0 0.0
H 18.8620 -9.9401 3.9860 0.0 -0.1 0.0
H 14.2345 -10.2648 5.5852 0.0 0.1 0.1
H 14.1512 -9.9387 7.3288 0.2 0.0 0.2
H 14.6773 -11.5466 6.6852 0.0 0.0 0.3
O 17.4557 -19.4110 10.5411 -0.1 -0.5 0.1
C 17.7731 -18.3004 10.2889 0.2 0.5 -0.1
O 18.5870 -17.9369 9.2784 -0.1 0.2 0.0
C 18.8265 -16.5140 9.3212 0.1 -0.6 0.4
C 17.7888 -16.0150 10.3315 -0.2 0.1 -0.4
O 17.3744 -17.2132 10.9919 0.1 0.0 0.2
H 19.8309 -16.3718 9.7163 0.1 0.1 -0.2
H 18.7368 -16.1484 8.3056 -0.1 0.3 0.1
H 16.9040 -15.5566 9.8882 0.1 0.0 -0.2
H 18.2148 -15.3154 11.0459 0.0 -0.1 0.1
O 15.6993 -13.2247 8.1392 0.0 -0.1 -0.1
C 16.8246 -12.8971 8.3211 0.2 0.1 0.1
O 17.2109 -11.6716 8.7327 -0.1 0.0 0.2
C 18.5786 -11.7249 9.1263 0.3 -0.4 0.1
C 19.0811 -12.9514 8.3577 1.0 1.4 -0.2
O 17.9050 -13.7060 8.1573 -0.2 -0.3 0.1
H 19.0922 -10.8009 8.8776 -0.2 0.0 -0.2
H 18.6480 -11.8800 10.2062 -0.2 0.0 0.0
H 19.8872 -13.4632 8.8798 -0.4 -0.5 0.2
H 19.5096 -12.6244 7.4033 -0.3 -0.2 -0.1
O 21.3203 -14.4913 10.5897 0.1 0.1 -0.3
C 21.0610 -13.8140 11.5297 0.0 -0.4 0.6
O 19.8049 -13.4549 11.8737 0.0 0.1 0.0
C 19.8273 -12.6966 13.0854 0.0 0.4 0.1
C 21.3280 -12.4653 13.3426 -0.7 -0.3 0.5
O 21.9502 -13.3763 12.4448 0.1 0.3 -0.5
H 19.2498 -11.7899 12.9126 0.2 0.1 0.0
H 19.3585 -13.2345 13.9079 0.0 -0.3 -0.2
H 21.5843 -12.7786 14.3512 0.2 0.2 0.0
H 21.6357 -11.4362 13.1754 0.2 -0.1 -0.2
```
Forces are in eV/Å.

Calculated values
structure (SMILES)	COC(=O)OC.O=C1OCCO1.O=C1OCCO1.O=C1OCCO1
E_HOMO	-10.707	eV
energy above the lowest of the compared OMol25 structures with the same formula, charge and spin	13.5	kJ/mol
total charge	0
gap between HOMO and LUMO	10.75	eV
strongest force on any atom	1.718	eV/Å